Here is C4H3FS as an isolated structure at a distorted geometry from OMol25. Energies are from ωB97M-V/def2-TZVPD.

Its total charge is 0. The value obtained for the HOMO energy (alpha / beta) is -8.8 / -8.8 eV. The energy above the lowest of the compared OMol25 structures with the same formula, charge and spin is 160.3 kcal/mol.

The geometry in XYZ format:
```
9
Properties=species:S:1:pos:R:3:forces:R:3:lowdin_charge:R:1
C -1.74462 -0.15517 -0.09364 -0.95 -0.58 -0.08 0.118
C 0.79772 1.47041 0.03511 3.68 -1.97 -0.83 0.085
C -0.88864 -1.05674 0.00538 -0.53 2.60 -0.20 -0.845
C 1.85156 0.89451 -0.01900 -1.32 0.82 0.02 -0.311
F 3.02144 0.43326 -0.12054 0.82 -0.46 -0.21 0.133
S 0.65467 -1.69774 0.08137 0.45 -1.02 0.07 0.737
H -2.70972 0.35865 -0.23020 1.16 -0.49 0.20 0.066
H 0.02137 1.95035 0.40555 -3.22 1.96 1.04 -0.012
H -1.00379 -2.19751 -0.06402 -0.08 -0.87 -0.01 0.028
```
Positions in Å, forces in eV/Å.